The following is a DFT calculation (ωB97M-V/def2-TZVPD) of C34H29BInN7O16 as an isolated structure at a distorted geometry.

Calculated values
- LUMO: -0.42458 hartree
- Largest force on an atom: 4.94 eV Å⁻¹
- Gap between HOMO and LUMO: 1.0 eV
- HOMO: -0.461 Ha
- Charge: +2

Cartesian coordinates (Å):
In  8.232  -2.369  -11.167
O  0.045  -2.328  -1.090
C  0.505  -1.372  -1.701
O  0.519  -1.124  -2.993
B  1.388  0.057  -3.287
O  1.593  0.697  -1.921
C  1.218  -0.128  -0.967
O  1.203  0.098  0.242
O  0.747  0.978  -4.238
C  1.521  1.048  -5.315
O  1.255  1.709  -6.347
C  2.774  0.147  -5.076
O  2.670  -0.402  -3.866
O  3.678  -0.028  -5.894
C  -3.352  0.146  5.201
C  -2.717  0.256  6.488
N  -2.211  0.346  7.556
H  -4.435  0.133  5.326
H  -3.059  -0.771  4.689
H  -3.187  1.043  4.605
C  3.545  -6.516  -4.163
C  4.265  -5.983  -5.314
N  4.810  -5.552  -6.236
H  3.377  -5.740  -3.416
H  4.254  -7.193  -3.686
H  2.564  -6.934  -4.389
C  1.237  3.155  -13.811
C  2.597  2.676  -13.495
N  3.666  2.304  -13.230
H  0.870  3.981  -13.201
H  0.675  2.222  -13.773
H  1.283  3.585  -14.811
C  1.262  -5.082  7.369
C  2.273  -4.676  8.249
C  1.937  -4.543  9.631
C  0.645  -4.863  10.138
C  -0.376  -5.238  9.228
C  -0.031  -5.349  7.837
N  0.297  -4.665  11.597
O  -0.547  -5.433  12.090
O  0.844  -3.761  12.211
H  1.400  -5.170  6.302
H  3.265  -4.443  7.892
H  2.771  -4.194  10.221
H  -1.351  -5.444  9.646
H  -0.841  -5.657  7.192
C  -1.990  7.289  -0.974
C  -2.427  6.739  0.250
C  -2.916  7.605  1.193
C  -2.971  8.994  0.936
C  -2.420  9.542  -0.220
C  -1.949  8.672  -1.234
N  -3.637  9.917  1.854
O  -3.145  11.004  2.129
O  -4.647  9.513  2.393
H  -1.625  6.470  -1.577
H  -2.411  5.662  0.327
H  -3.418  7.201  2.060
H  -2.319  10.603  -0.394
H  -1.609  8.955  -2.219
C  5.085  8.399  2.028
C  6.079  9.043  1.348
C  6.454  8.555  0.096
C  5.725  7.471  -0.559
C  4.658  6.919  0.147
C  4.380  7.346  1.450
N  6.099  6.855  -1.863
O  5.416  5.939  -2.264
O  7.142  7.317  -2.361
H  4.812  8.755  3.011
H  6.497  9.945  1.771
H  7.225  9.154  -0.365
H  4.282  5.978  -0.227
H  3.548  6.930  1.997
C  -6.325  -7.913  -0.639
C  -6.778  -8.503  0.519
C  -6.917  -9.869  0.530
C  -6.721  -10.598  -0.631
C  -6.269  -9.977  -1.812
C  -6.101  -8.620  -1.853
N  -7.038  -12.044  -0.617
O  -7.763  -12.459  0.282
O  -6.521  -12.682  -1.534
H  -6.144  -6.849  -0.587
H  -7.017  -7.894  1.378
H  -7.302  -10.329  1.428
H  -6.322  -10.507  -2.751
H  -5.780  -8.153  -2.772

Mulliken atomic charge list, values in e, 6 entries: number 1, In, carries 0.9987; number 2, O, carries -0.4638; number 3, C, carries 0.5873; number 4, O, carries -0.4080; number 5, B, carries 0.8333; number 6, O, carries -0.3539